A cluster of 2 separate species, Br2FP in total at a distorted geometry, computed with wB97M-V/def2-TZVPD.

Properties
* strongest force on any atom: 2.5 eV/A
* HOMO energy (spin up / spin down): -0.4073 / -0.3221 Ha
* calculated total energy: -152090.329 eV
* ΔE to the lowest compared entry with this formula, charge and spin: 67.36 kcal/mol

The geometry in XYZ format:
```
4
Br2FP | the Open Molecules 2025 dataset | wB97M-V/def2-TZVPD
F 1.41077 -1.55770 0.31816
P 0.94374 -0.50395 -0.90770
Br -2.85676 0.87754 0.29067
Br 0.50225 1.18411 0.29887
```

In the natural (NBO) picture, each atom carries the following charge in e: number 1, F, carries -0.59; number 2, P, carries 0.83; number 3, Br, carries -0.08; number 4, Br, carries -0.16